Density functional theory data (ωB97M-V/def2-TZVPD) for a cluster of 3 separate species, C5H15NO2 in total at a distorted geometry.

```
! wB97M-V def2-TZVPD RIJCOSX def2/J DEFGRID3
* xyz 0 1
C 2.0006 0.8807 1.5386
C 1.0215 0.4603 0.7264
C -0.2639 -0.1335 1.2897
C -0.4892 -1.5468 0.7565
N 1.0921 0.5542 -0.6774
C -0.0863 1.0985 -1.3721
H 2.9107 1.1810 1.0248
H 1.9434 0.7745 2.6027
H -1.0947 0.4914 0.9465
H -0.2331 0.0242 2.3627
H 0.2978 -2.2475 1.0594
H -0.5561 -1.7303 -0.3117
H -1.3776 -1.8739 1.3098
H 1.9241 1.0066 -0.9919
H -0.8935 0.3690 -1.3928
H -0.5295 2.0232 -0.9950
H 0.3290 1.2789 -2.3661
O 1.4020 -1.8094 -2.1202
H 2.2408 -2.2095 -1.9083
H 1.2782 -1.0980 -1.4558
O -3.2683 0.9363 -0.1189
H -4.0430 0.8088 -0.6568
H -3.6051 0.7613 0.7499
*
```

Properties
SMILES = C=C(CC)NC.O.O
Energy relative to the best compared isomer or geometry (same formula, charge and spin) = 131.92 kJ/mol

For reference, the Löwdin charges in units of e are: 0.04, -0.38, -0.20, -0.09, -0.08, -0.08, 0.05, 0.05, 0.08, 0.11, 0.08, 0.06, 0.07, 0.11, 0.07, 0.09, 0.09, -0.09, 0.02, -0.02, -0.04, 0.04, 0.03

---

Density functional theory data (ωB97M-V/def2-TZVPD) for a structure of composition C22H13AlCl72P at a distorted geometry.

```
! wB97M-V def2-TZVPD RIJCOSX def2/J DEFGRID3
* xyz -1 1
C 1.4958 0.1304 2.0530
C 1.7402 0.8153 0.5814
P 0.9677 2.5460 0.3546
Al 1.8561 4.1372 1.7912
C -0.9415 2.5191 0.3532
C -1.6235 3.3514 1.6284
H 1.9510 -0.9602 2.0838
H 0.3185 0.0045 2.1969
H 1.8605 0.8199 2.9263
H 2.9225 0.9106 0.4558
H 1.4054 0.0287 -0.2490
H 3.1113 4.7892 1.0262
H 0.7756 5.2815 2.0762
H 2.4016 3.4420 3.1034
H -1.4231 1.4518 0.2495
H -1.2839 3.1216 -0.6187
H -1.8232 4.4744 1.3550
H -2.6912 2.8570 1.8284
H -1.0154 3.2324 2.6286
C -2.5912 1.8429 5.1414
Cl -0.8387 1.9511 4.8386
Cl -2.8723 1.2927 6.8126
Cl -3.3337 3.4461 4.9112
Cl -3.3201 0.6818 4.0033
C 1.2664 8.9629 1.4365
Cl 0.2019 10.1203 2.2743
Cl 2.4626 8.3157 2.5873
Cl 0.2894 7.6253 0.7802
Cl 2.1115 9.7905 0.1039
C -1.4337 -2.1060 -1.0256
Cl -0.6456 -0.6140 -1.5977
Cl -3.0847 -2.1977 -1.6891
Cl -0.4955 -3.5194 -1.5701
Cl -1.5088 -2.0930 0.7545
C -4.7337 -5.3795 0.8538
Cl -4.5960 -5.1955 2.6206
Cl -5.7604 -4.0788 0.1994
Cl -3.1135 -5.2839 0.1187
Cl -5.4647 -6.9600 0.4764
C 3.9395 -1.6294 -2.2730
Cl 4.8717 -2.5795 -3.4575
Cl 3.5099 -0.0526 -2.9826
Cl 2.4528 -2.5116 -1.8420
Cl 4.9238 -1.3739 -0.8099
C -4.1604 6.4842 2.1725
Cl -2.4080 6.5924 1.8696
Cl -4.4416 5.9340 3.8436
Cl -4.9029 8.0874 1.9423
Cl -4.8893 5.3232 1.0343
C -2.6605 -3.6668 -5.4071
Cl -2.3799 -4.7760 -6.7730
Cl -3.7091 -4.4592 -4.2042
Cl -1.1018 -3.2482 -4.6523
Cl -3.4510 -2.1838 -5.9990
C 2.1395 -5.4723 -5.2238
Cl 2.9276 -3.9803 -5.7959
Cl 0.4885 -5.5640 -5.8873
Cl 3.0777 -6.8858 -5.7683
Cl 2.0644 -5.4593 -3.4437
C 7.5396 -0.2859 -5.3611
Cl 8.8899 -1.4130 -5.0766
Cl 8.0471 0.9687 -6.5200
Cl 6.1493 -1.1805 -6.0254
Cl 7.0719 0.4812 -3.8224
C 0.0396 -6.9890 1.6842
Cl -1.0249 -5.8316 2.5221
Cl 1.2358 -7.6363 2.8351
Cl -0.9374 -8.3267 1.0280
Cl 0.8847 -6.1615 0.3517
C 8.1395 2.3675 0.0364
Cl 7.9174 3.2516 1.5673
Cl 6.5956 2.3203 -0.8517
Cl 9.3691 3.1938 -0.9535
Cl 8.6761 0.7043 0.3836
C -7.4604 -0.1177 0.1094
Cl -8.6785 -0.8685 1.1710
Cl -6.8699 -1.3230 -1.0624
Cl -8.1964 1.2494 -0.7647
Cl -6.0970 0.4715 1.0936
C 4.0215 -9.7420 0.4229
Cl 2.8034 -10.4929 1.4846
Cl 4.6120 -10.9473 -0.7488
Cl 3.2856 -8.3750 -0.4511
Cl 5.3849 -9.1529 1.4072
C 5.8215 6.8365 4.1265
Cl 6.3580 6.8258 5.8256
Cl 6.5663 5.4696 3.2598
Cl 4.0475 6.6843 4.0630
Cl 6.3143 8.3666 3.3578
C -9.7785 4.5377 -2.2409
Cl -10.9966 3.7868 -1.1792
Cl -9.1880 3.3323 -3.4126
Cl -10.5144 5.9047 -3.1150
Cl -8.4151 5.1268 -1.2567
C -6.3966 0.3175 -6.5281
Cl -6.4166 0.8678 -8.2226
Cl -6.9991 -1.3570 -6.4402
Cl -4.7296 0.3825 -5.9023
Cl -7.4409 1.3767 -5.5472
C 8.6035 -12.8492 -0.5281
Cl 7.5390 -11.6918 0.3098
Cl 9.7997 -13.4965 0.6228
Cl 7.6265 -14.1868 -1.1843
Cl 9.4486 -12.0216 -1.8606
C -4.2966 8.2979 7.4392
Cl -4.3166 8.8482 5.7447
Cl -4.8991 6.6235 7.5271
Cl -2.6296 8.3629 8.0650
Cl -5.3409 9.3572 8.4201
*
```

Properties
DFT total energy = -34563.38672 Eh

Results of the Löwdin charge analysis, in e, for atoms 1 through 99: -0.21, -0.55, 0.67, -0.07, -0.50, -0.26, 0.06, 0.05, 0.05, 0.06, -0.01, -0.15, -0.16, -0.17, 0.03, 0.06, -0.03, 0.04, 0.00, -1.98, 0.55, 0.50, 0.47, 0.50, -1.97, 0.49, 0.45, 0.47, 0.50, -1.95, 0.57, 0.48, 0.42, 0.53, -1.98, 0.51, 0.48, 0.47, 0.51, -1.97, 0.46, 0.52, 0.46, 0.52, -1.95, 0.53, 0.45, 0.51, 0.52, -1.96, 0.50, 0.51, 0.47, 0.48, -1.98, 0.51, 0.47, 0.52, 0.49, -2.00, 0.51, 0.51, 0.48, 0.49, -1.99, 0.49, 0.51, 0.51, 0.48, -2.00, 0.49, 0.51, 0.51, 0.50, -2.00, 0.51, 0.48, 0.49, 0.52, -1.99, 0.50, 0.49, 0.50, 0.51, -1.97, 0.50, 0.48, 0.46, 0.51, -2.01, 0.51, 0.47, 0.51, 0.51, -1.99, 0.52, 0.51, 0.49, 0.49

---

Density functional theory data (ωB97M-V/def2-TZVPD) for a cluster of 3 separate species, H6O3 in total at a distorted geometry.

```
! wB97M-V def2-TZVPD RIJCOSX def2/J DEFGRID3
* xyz 0 1
O 0.3822 -2.4648 1.4318
H 0.5224 -1.7213 0.7365
H -0.5549 -2.2795 1.4535
O -1.4762 1.7092 -0.5934
H -1.1983 1.1119 -1.2987
H -1.9473 2.2949 -1.0789
O 1.7143 0.2183 -0.2253
H 1.2239 0.5300 -1.0429
H 1.3338 0.6014 0.6173
*
```

Properties
SMILES = O.O.O
Energy relative to the best compared isomer or geometry (same formula, charge and spin) = 100.55 kJ/mol

For reference, the Löwdin charges in units of e are: -0.09, 0.05, 0.01, -0.01, 0.04, -0.03, -0.10, 0.06, 0.07

---

Density functional theory data (ωB97M-V/def2-TZVPD) for a structure of composition C2I3N at a distorted geometry.

```
! wB97M-V def2-TZVPD RIJCOSX def2/J DEFGRID3
* xyz 0 3
C 0.2284 -0.1214 -1.1331
C -0.0862 0.0365 0.3932
N 0.4578 -0.2445 -2.2416
I -0.6299 2.1104 0.6640
I 1.7358 -0.4732 1.4432
I -1.7058 -1.3079 0.8744
*
```

Properties
Energy relative to the best compared isomer or geometry (same formula, charge and spin) = 0.00 kJ/mol

For reference, the Löwdin charges in units of e are: -0.57, -1.89, 0.14, 0.78, 0.77, 0.77

---

Density functional theory data (ωB97M-V/def2-TZVPD) for a structure of composition C40H56Cl58I2N2OS3 at a distorted geometry.

```
! wB97M-V def2-TZVPD RIJCOSX def2/J DEFGRID3
* xyz 0 1
C -1.0066 -0.5028 4.2550
C -0.3155 0.7864 4.7581
C 1.2036 0.8204 4.5795
C 1.8183 1.1281 3.1930
S 0.6334 1.2267 1.7741
C 2.8508 0.0272 2.7682
C 4.0268 -0.2402 3.7934
C 5.4436 0.1504 3.3484
C 6.0331 -0.8142 2.3023
I 7.4319 0.2847 1.0719
C 2.3360 -1.4090 2.5434
C 1.2456 -1.7829 1.5452
C 1.5937 -1.5427 0.0661
S 0.6055 -2.7837 -0.8378
C 0.5569 -2.3632 -2.5872
S -0.9442 -2.2683 -3.2440
N 1.7381 -2.1881 -3.2682
C 1.5924 -2.0062 -4.7220
C 1.1354 -0.5903 -5.1146
C 2.7784 -3.1668 -2.8931
C 4.0121 -2.4421 -2.2963
C 3.4467 0.7828 1.5703
O 3.8411 0.3674 0.5050
N 3.5050 2.1173 1.9698
C 2.6051 2.4844 3.0268
I 3.9315 3.0491 4.7749
C 1.8526 3.8324 2.8445
Cl 1.7140 4.3490 1.1247
C 0.5343 3.9873 3.5926
C 0.2264 5.4702 3.8733
H -1.6131 -0.2962 3.3779
H -1.7066 -0.8370 5.0197
H -0.3084 -1.3163 4.0864
H -0.4915 0.8293 5.8323
H -0.8237 1.6529 4.3460
H 1.5572 -0.1471 4.9295
H 1.5875 1.5407 5.3006
H -0.4925 1.6390 2.3604
H 3.8183 0.2118 4.7543
H 4.0737 -1.3071 4.0004
H 5.5594 1.1808 3.0574
H 6.0781 0.0389 4.2305
H 6.5752 -1.6297 2.7619
H 5.2744 -1.1720 1.6178
H 2.0514 -1.7953 3.5222
H 3.2097 -1.9934 2.2549
H 1.0854 -2.8605 1.6490
H 0.2723 -1.3460 1.7353
H 1.4324 -0.5290 -0.2786
H 2.6379 -1.8019 -0.0805
H 2.5929 -2.1284 -5.1355
H 0.9819 -2.7784 -5.1858
H 0.8319 -0.0477 -4.2242
H 1.9788 -0.0476 -5.5349
H 0.3304 -0.6307 -5.8380
H 2.3917 -3.9201 -2.2161
H 3.1416 -3.6963 -3.7694
H 4.5094 -3.0641 -1.5583
H 3.6639 -1.4998 -1.8849
H 4.6789 -2.2085 -3.1208
H 3.6917 2.7984 1.2426
H 2.4953 4.5982 3.2538
H -0.2760 3.6310 2.9652
H 0.5790 3.4691 4.5439
H -0.8177 5.5195 4.1722
H 0.8731 5.8933 4.6310
H 0.2808 6.0271 2.9410
C 4.6760 -4.2809 2.8536
Cl 4.9454 -6.0155 2.7075
Cl 4.3358 -3.5485 1.2853
Cl 3.3456 -3.9145 3.9465
H 5.5748 -3.8299 3.2525
C -1.5710 6.3352 -1.6025
Cl -1.2165 7.7993 -2.5220
Cl -3.2040 6.3968 -0.9324
Cl -1.3825 4.8946 -2.5964
H -0.8743 6.2785 -0.7771
C -3.2931 1.3340 -4.1822
Cl -1.8149 2.2833 -4.0178
Cl -4.6495 2.3881 -4.5915
Cl -3.0935 0.0657 -5.3809
H -3.5026 0.8676 -3.2286
C 5.4836 0.0589 -5.3149
Cl 6.0108 -1.3334 -6.2588
Cl 3.7227 0.0897 -5.1698
Cl 6.2464 0.0583 -3.7240
H 5.7862 0.9534 -5.8344
C 9.4860 1.0154 -7.3636
Cl 10.0123 2.3304 -8.4143
Cl 8.0490 1.4818 -6.4461
Cl 9.2023 -0.4487 -8.3020
H 10.2648 0.8179 -6.6500
C -6.1397 7.2196 -2.6330
Cl -5.8237 5.5175 -2.9690
Cl -6.7386 8.0502 -4.0684
Cl -7.2746 7.3908 -1.2905
H -5.2046 7.6789 -2.3431
C -2.3558 8.4728 4.1803
Cl -2.0791 8.0408 2.4968
Cl -3.6249 7.4686 4.8892
Cl -0.8707 8.3427 5.1243
H -2.6879 9.5015 4.2107
C -3.1625 -5.2156 -5.2245
Cl -3.6619 -3.5556 -5.5126
Cl -4.5763 -6.2581 -4.9993
Cl -2.1600 -5.8113 -6.5461
H -2.5748 -5.2405 -4.3156
C -8.2638 -6.7682 -5.2726
Cl -8.9495 -5.2292 -4.7518
Cl -8.3690 -7.9675 -3.9872
Cl -9.0664 -7.3465 -6.7364
H -7.2187 -6.6088 -5.5028
C -10.2973 5.8402 -5.6442
Cl -8.9014 5.7128 -4.5784
Cl -10.3278 7.4139 -6.4458
Cl -10.3079 4.5351 -6.8314
H -11.1923 5.7538 -5.0435
C 11.7942 -2.9052 -5.7446
Cl 11.6495 -1.1539 -5.9223
Cl 10.2399 -3.6056 -5.2970
Cl 12.4119 -3.6339 -7.2244
H 12.4985 -3.1027 -4.9477
C -1.0644 4.1594 7.7970
Cl -2.1101 3.5030 6.5345
Cl -0.9651 3.0519 9.1656
Cl 0.5381 4.5125 7.1532
H -1.4999 5.0879 8.1419
C 10.5714 0.0985 -1.3593
Cl 12.2344 0.6877 -1.3413
Cl 9.4327 1.4282 -1.5685
Cl 10.3336 -1.1000 -2.6286
H 10.3667 -0.3738 -0.4067
C 0.2703 -3.4889 6.7237
Cl 0.1889 -5.2404 6.8952
Cl 1.7706 -2.8576 7.4025
Cl 0.1111 -3.0113 5.0320
H -0.5553 -3.0567 7.2699
C -8.2423 -6.3334 -0.4297
Cl -7.7093 -5.7532 1.1525
Cl -6.9348 -6.2469 -1.6017
Cl -8.8749 -7.9765 -0.3052
H -9.0424 -5.6898 -0.7702
C -4.6789 -2.7886 0.5433
Cl -3.1635 -1.9054 0.7142
Cl -6.0139 -1.6913 0.1819
Cl -4.5318 -4.0358 -0.6902
H -4.8924 -3.2784 1.4838
C -6.3123 3.3674 6.8991
Cl -5.4101 4.7486 6.2745
Cl -7.2415 3.8191 8.3277
Cl -7.3601 2.6885 5.6552
H -5.5986 2.6078 7.1892
C -12.2151 -7.0768 -9.1589
Cl -11.7214 -5.6294 -10.0362
Cl -13.8409 -6.8885 -8.5021
Cl -12.1186 -8.5015 -10.1947
H -11.5337 -7.2171 -8.3311
C -2.0275 -0.5599 8.9530
Cl -1.5006 0.4053 10.3276
Cl -0.9585 -0.3146 7.5680
Cl -2.1154 -2.2700 9.3855
H -3.0198 -0.2344 8.6720
*
```

Properties
DFT total energy = -30223.40287 Eh

Results of the Löwdin charge analysis, in e, for atoms 1 through 99: -0.18, -0.30, -0.17, -0.52, 0.97, -0.30, -0.15, -0.33, -0.62, 0.84, -0.23, -0.31, -0.46, 0.89, -1.06, 0.63, -0.17, -0.29, -0.17, -0.23, -0.07, -0.46, 0.09, 0.04, -0.67, 0.96, -0.73, 0.65, -0.31, -0.16, 0.06, 0.04, -0.07, -0.03, 0.06, 0.11, 0.06, -0.10, 0.06, 0.08, 0.02, 0.11, 0.03, -0.03, 0.03, -0.02, 0.09, 0.05, 0.06, 0.02, 0.07, 0.10, 0.07, -0.10, 0.07, 0.08, 0.11, 0.05, 0.06, 0.03, 0.12, 0.01, 0.08, 0.05, 0.04, 0.04, 0.05, -1.47, 0.57, 0.67, 0.62, 0.01, -1.53, 0.54, 0.53, 0.50, 0.00, -1.53, 0.50, 0.53, 0.52, 0.02, -1.52, 0.53, 0.71, 0.54, -0.07, -1.55, 0.54, 0.58, 0.52, -0.06, -1.57, 0.49, 0.51, 0.52, -0.03, -1.53, 0.54

---

Density functional theory data (ωB97M-V/def2-TZVPD) for a cluster of 7 separate species, C4H24NO6 in total at a distorted geometry.

```
! wB97M-V def2-TZVPD RIJCOSX def2/J DEFGRID3
* xyz 0 2
N -3.2856 -7.7880 15.9867
H -2.3069 -7.8398 15.7423
H -3.8404 -7.0793 15.5285
H -3.2119 -7.6243 16.9807
H -3.4953 -8.7394 15.7206
C -5.5270 -6.8489 13.6454
O -5.0236 -5.9461 14.6780
H -5.9401 -6.2648 12.8231
H -4.6456 -7.3928 13.3058
H -6.1453 -7.6188 14.1069
H -4.5342 -5.2300 14.2666
C 0.1343 -10.5848 14.5743
C -0.0952 -9.0935 14.3103
C -1.1777 -8.7572 13.2966
O -0.6455 -8.5197 15.4326
H -0.5824 -11.2619 14.1097
H 0.3227 -10.9602 15.5801
H 1.0224 -10.9066 14.0304
H 0.7703 -8.5374 13.9500
H -1.2552 -7.6722 13.2260
H -2.1604 -9.2143 13.4125
H -0.9753 -8.9965 12.2527
H 0.1161 -8.3099 15.9780
O 0.1764 -8.1214 18.0520
H 0.2184 -9.0282 18.3556
H -0.6315 -7.7778 18.4334
O -4.3060 -10.2085 15.2967
H -4.4470 -10.3456 14.3599
H -4.7038 -10.9728 15.7136
O -1.5642 -5.1563 16.4826
H -1.5279 -4.3650 15.9452
H -1.3173 -4.8623 17.3595
O -2.6858 -7.3482 18.7362
H -2.5507 -7.9282 19.4856
H -3.2135 -6.6283 19.0819
*
```

Properties
Energy relative to the best compared isomer or geometry (same formula, charge and spin) = 0.00 kJ/mol

For reference, the Löwdin charges in units of e are: 0.27, 0.06, 0.07, 0.05, 0.05, -0.13, -0.18, 0.08, 0.06, 0.08, 0.08, -0.04, -0.48, -0.08, -0.12, 0.07, 0.08, 0.07, 0.14, 0.08, 0.06, 0.08, 0.07, -0.10, 0.03, -0.02, -0.09, 0.04, 0.06, -0.09, 0.02, 0.01, -0.23, -0.01, -0.01